C60H67BrN2O27P2S | ωB97M-V with the def2-TZVPD basis set

Each line ends with the Löwdin charge.
CARTESIAN COORDINATES (ANGSTROEM)
Br1 3.710 -0.399 -0.842  0.694
S1 -2.889 -0.897 0.031  0.983
P1 -2.223 -3.646 -1.843  0.532
P2 2.054 0.983 4.525  0.650
O1 7.096 -1.912 -12.250  0.113
O2 -7.907 11.296 -1.540  0.106
O3 0.346 1.085 -7.859  0.096
O4 5.457 -4.063 -12.198  0.106
O5 2.378 -1.354 -9.919  0.096
O6 -3.258 4.729 2.420  -0.099
O7 -1.737 -3.886 -0.281  -0.174
O8 2.807 0.745 5.989  -0.247
O9 -1.888 -4.860 -2.648  -0.314
O10 3.982 0.820 -10.047  0.105
O11 -10.041 11.064 -3.185  0.114
O12 -0.731 5.568 -6.986  0.112
O13 1.688 -5.097 7.524  0.073
O14 1.284 -0.233 4.117  -0.281
O15 -9.095 6.578 -4.180  0.105
O16 0.484 -5.378 12.052  0.114
O17 -3.874 -3.414 -1.845  -0.191
O18 3.100 1.326 3.263  -0.253
O19 1.384 5.901 -5.332  0.106
O20 3.667 -6.009 5.988  0.105
O21 2.198 -8.212 6.484  0.104
O22 -0.874 -3.040 11.980  0.106
O23 2.409 1.393 -6.137  0.094
O24 0.406 -2.723 7.476  0.099
O25 4.738 -10.355 3.169  0.111
O26 6.269 -8.168 2.732  0.104
O27 -7.011 6.785 -2.467  0.101
N1 -0.876 0.315 1.956  -0.087
N2 -1.398 -0.670 2.848  -0.053
C1 3.862 -2.779 -11.062  0.079
C2 0.958 -1.286 -1.745  -0.133
C3 -8.856 7.744 -3.551  -0.229
C4 -6.402 6.032 0.839  -0.122
C5 1.773 -0.649 -0.687  -0.517
C6 4.393 -0.349 -10.574  -0.226
C7 -4.239 1.629 0.402  -0.076
C8 5.330 0.173 3.534  -0.068
C9 0.467 -4.795 10.984  -0.313
C10 3.422 -9.360 4.848  0.077
C11 -0.015 4.598 -6.821  -0.314
C12 4.476 1.509 3.677  -0.274
C13 -9.634 8.814 -3.743  0.077
C14 3.948 -6.996 5.336  -0.305
C15 5.057 -2.901 -11.648  -0.229
C16 -0.961 3.163 3.110  -0.133
C17 0.972 2.502 4.725  -0.195
C18 -4.293 2.967 0.980  0.007
C19 5.281 -8.124 3.646  -0.230
C20 2.223 -1.812 -6.370  -0.104
C21 -1.480 -2.070 -2.584  -0.167
C22 0.814 -1.742 -5.629  -0.223
C23 0.393 -3.319 8.537  -0.299
C24 5.025 -7.015 4.347  0.079
C25 -0.497 -1.408 -1.555  -0.186
C26 -7.386 9.051 -1.953  0.073
C27 -0.257 3.317 -7.483  0.079
C28 -2.067 2.570 2.190  -0.028
C29 -0.285 -2.805 9.726  0.082
C30 1.713 2.374 -6.327  -0.301
C31 -0.256 -3.491 10.872  -0.229
C32 -3.210 3.461 1.864  -0.176
C33 1.125 -5.320 9.788  0.082
C34 3.392 -1.722 6.047  -0.072
C35 1.166 4.705 -5.911  -0.229
C36 -0.743 -1.977 2.775  -0.259
C37 -7.682 7.788 -2.627  -0.312
C38 3.168 -8.251 5.550  -0.225
C39 1.969 3.661 -5.684  0.083
C40 5.589 -0.472 -11.157  0.078
C41 -3.094 0.792 0.729  -0.393
C42 1.000 -0.952 -4.262  -0.176
C43 1.539 -3.365 -3.239  -0.051
C44 1.092 -4.635 8.641  -0.214
C45 -0.278 -0.232 0.747  -0.202
C46 -3.844 5.711 1.540  -0.192
C47 4.483 -9.373 3.842  -0.315
C48 0.548 2.274 -7.258  -0.221
C49 6.011 -1.752 -11.723  -0.314
C50 1.637 -1.799 -3.076  -0.306
C51 -8.161 10.122 -2.148  -0.230
C52 2.484 -0.535 6.585  -0.274
C53 -9.351 10.070 -3.050  -0.314
C54 1.159 -0.138 0.547  -0.020
C55 -1.087 -0.873 -0.321  -0.330
C56 -5.334 5.976 2.010  -0.207
C57 -1.206 -2.767 4.088  -0.091
C58 -1.989 1.210 1.633  -0.142
C59 3.451 -1.505 -10.475  -0.308
C60 -0.550 2.249 4.341  -0.203
H1 -10.487 8.795 -4.407  0.137
H2 0.151 -1.097 -6.281  0.094
H3 -5.590 5.210 2.787  0.114
H4 -3.727 5.492 0.449  0.127
H5 6.247 -9.074 2.367  0.119
H6 2.225 -3.810 -2.457  0.094
H7 4.482 -1.446 6.153  0.071
H8 6.352 0.505 3.181  0.077
H9 -5.359 6.981 2.518  0.103
H10 -7.135 5.192 1.035  0.074
H11 -2.130 -4.696 0.093  0.096
H12 2.735 -1.541 -3.062  0.080
H13 5.593 -6.105 4.214  0.136
H14 2.962 -1.067 -5.958  0.071
H15 1.777 0.361 1.330  0.090
H16 -5.939 5.777 -0.159  0.062
H17 4.605 1.994 4.677  0.113
H18 0.519 -3.773 -3.002  0.061
H19 -5.168 3.607 0.704  0.096
H20 -0.703 -3.712 12.667  0.119
H21 3.091 0.646 -9.688  0.110
H22 0.373 -1.942 2.838  0.102
H23 -0.959 -2.433 -3.511  0.079
H24 -1.147 2.627 5.225  0.111
H25 -3.275 6.670 1.729  0.128
H26 -6.523 9.075 -1.301  0.135
H27 1.058 0.499 -7.531  0.083
H28 -0.665 -3.752 4.189  0.071
H29 1.430 3.332 4.110  0.091
H30 2.826 3.725 -5.026  0.138
H31 1.695 -0.094 -4.476  0.093
H32 -4.057 -2.480 -2.068  0.039
H33 -8.608 11.904 -1.842  0.120
H34 2.051 -1.533 -7.456  0.049
H35 0.288 -2.725 -5.534  0.103
H36 -1.105 -2.629 1.921  0.094
H37 6.281 0.356 -11.232  0.137
H38 -2.316 -1.356 -2.794  0.094
H39 2.709 -2.821 -6.364  0.070
H40 2.759 -0.444 7.679  0.125
H41 3.243 -2.594 6.749  0.068
H42 -1.161 -2.137 5.009  0.064
H43 -2.417 -0.736 2.829  0.110
H44 3.164 -3.603 -10.999  0.138
H45 -1.215 4.175 3.528  0.116
H46 4.932 2.221 2.927  0.118
H47 1.080 2.850 5.795  0.093
H48 -7.006 6.972 0.804  0.065
H49 -1.105 3.257 -8.153  0.138
H50 2.863 -10.274 4.992  0.137
H51 3.117 -2.002 5.001  0.079
H52 1.630 -6.273 9.877  0.137
H53 1.919 -3.745 -4.223  0.076
H54 6.351 -3.890 -12.552  0.119
H55 1.396 -0.791 6.573  0.093
H56 -5.002 1.203 -0.296  0.105
H57 5.479 -0.357 4.505  0.051
H58 -2.289 -3.053 3.909  0.069
H59 4.935 -0.488 2.714  0.082
H60 -0.032 3.333 2.483  0.122
H61 1.522 -4.420 6.838  0.114
H62 -8.397 5.967 -3.872  0.118
H63 2.215 -7.302 6.844  0.095
H64 -0.820 1.170 4.229  0.079
H65 0.668 6.481 -5.655  0.119
H66 -0.802 -1.860 9.632  0.138
H67 0.004 -0.486 -4.014  0.105

**Molar mass**: 1422.10 g/mol
**2S+1**: 1
**Energy**: -221021.2855 eV
**Strongest force on any atom**: 3.3 eV/A